{"formula": "C12H17N", "method": "ωB97M-V/def2-TZVPD", "total_charge": 0, "de_lowest_ev": 1.478, "homo_lumo_gap_ev": 8.57, "e_homo_ev": -7.745, "max_force_ev_per_a": 3.210, "symbols": ["C", "C", "C", "N", "C", "C", "C", "C", "C", "C", "H", "H", "H", "H", "H", "H", "H", "H", "H", "C", "C", "C", "H", "H", "H", "H", "H", "H", "H", "H"], "xyz": [[-2.8104, -2.3201, 0.0843], [-1.4947, -1.7155, -0.1461], [-1.1244, -0.4191, -0.2679], [0.2491, -0.2234, -0.1332], [0.7639, -1.4772, 0.2031], [2.0580, -1.8142, 0.6177], [2.2991, -3.1515, 0.9246], [1.2305, -4.0402, 1.0000], [-0.0690, -3.7568, 0.6087], [-0.2544, -2.4173, 0.1943], [-3.0135, -3.3887, 0.0626], [-3.5557, -1.8908, -0.6171], [-3.2865, -2.0560, 1.0535], [-1.7440, 0.4261, -0.5501], [0.6630, 0.6972, -0.1334], [2.8378, -1.0813, 0.8052], [3.3360, -3.3276, 1.1878], [1.4653, -5.0296, 1.3750], [-0.9185, -4.4204, 0.6087], [-0.5132, 2.9950, 0.1025], [0.1752, 4.2953, -0.3745], [1.2473, 4.0854, -1.4647], [-0.0475, 2.4436, 0.8996], [-0.7437, 2.3012, -0.7133], [-1.5302, 3.3580, 0.3275], [-0.5658, 4.9189, -0.8795], [0.5638, 4.9591, 0.3801], [1.8258, 3.1395, -1.5253], [0.7892, 4.2688, -2.4285], [2.1675, 4.6415, -1.2018]], "forces_ev_per_angstrom": [[-3.069, 0.935, -0.088], [1.897, -0.849, 1.254], [-0.347, 0.932, -0.920], [-1.202, -1.251, 0.189], [1.576, 1.034, 0.350], [-0.218, -0.391, -0.114], [-0.137, 2.028, 0.148], [-0.030, -1.884, -0.069], [1.170, 1.900, -0.207], [-1.628, -0.390, -0.213], [0.982, -0.216, -0.462], [0.319, -0.259, 0.071], [0.727, 0.162, -0.154], [0.033, -0.156, 0.239], [0.210, -0.532, 0.039], [-0.089, 0.019, -0.457], [-0.299, -0.796, 0.249], [-0.093, -0.154, -0.107], [0.196, -0.319, 0.234], [-1.359, 1.491, -0.823], [0.363, -0.915, -1.332], [1.627, -0.428, 0.861], [0.132, 0.087, 0.509], [0.590, 0.234, -0.223], [0.256, -0.638, 0.893], [-0.260, -0.147, 0.192], [0.106, -0.299, 0.784], [-1.290, -0.417, 0.235], [0.596, 0.271, -0.309], [-0.758, 0.950, -0.770]]}